The molecule CH5OPS in a non-equilibrium geometry, computed with the ωB97M-V functional and the def2-TZVPD basis.

Atoms and positions in Å:
C: 1.06 -0.77 -1.04
O: 0.09 1.23 0.77
P: -1.01 1.00 1.80
S: -0.25 0.58 -1.19
H: 0.73 -1.53 -1.78
H: 0.86 -1.13 0.03
H: 2.10 -0.32 -1.26
H: -2.18 1.32 1.20
H: -1.40 -0.38 1.46

## Properties
**Gap between HOMO and LUMO**: 0.283 Ha
**Multiplicity**: 1
**HOMO**: -0.334 Eh
**Lowest unoccupied orbital energy**: -1.40 eV

Löwdin population analysis, charges in e, atoms 1 to 4: number 1, C, carries -0.4092; number 2, O, carries -0.8274; number 3, P, carries 0.6220; number 4, S, carries 0.7254

A cluster of 2 separate species, CH5OS in total in a non-equilibrium geometry, computed with the ωB97M-V functional and the def2-TZVPD basis.

Atoms and positions in Å:
O: 0.75 -0.24 2.54
H: 1.14 -0.38 1.65
C: -0.79 -0.76 -0.56
S: 0.09 0.66 -1.16
H: -0.49 -1.29 0.36
H: -1.84 -0.51 -0.34
H: -0.81 -1.55 -1.31
H: -0.16 -0.07 2.28

## Properties
**Gap between HOMO and LUMO**: 0.246 Ha
**Multiplicity**: 1
**HOMO**: -0.083 Eh
**Lowest unoccupied orbital energy**: 4.45 eV
**Net charge**: -1

Löwdin population analysis, charges in e, atoms 1 to 4: number 1, O, carries -0.1115; number 2, H, carries 0.0133; number 3, C, carries -0.8413; number 4, S, carries -0.0033

A cluster of 2 separate species, CH5OS in total in a non-equilibrium geometry, computed with the ωB97M-V functional and the def2-TZVPD basis.

Atoms and positions in Å:
O: -1.06 1.94 1.17
H: -0.63 1.78 2.01
C: 0.46 -1.05 -0.67
S: 0.86 0.16 -1.85
H: -0.74 -1.01 -0.36
H: 0.76 -2.15 -1.06
H: 1.15 -0.94 0.18
H: -0.80 1.26 0.58

## Properties
**Gap between HOMO and LUMO**: 0.227 Ha
**Multiplicity**: 1
**HOMO**: -0.077 Eh
**Lowest unoccupied orbital energy**: 4.08 eV
**Net charge**: -1

Löwdin population analysis, charges in e, atoms 1 to 4: number 1, O, carries -0.0633; number 2, H, carries 0.0275; number 3, C, carries -0.9121; number 4, S, carries -0.0054

A cluster of 2 separate species, CH5OS in total in a non-equilibrium geometry, computed with the ωB97M-V functional and the def2-TZVPD basis.

Atoms and positions in Å:
S: -1.40 2.64 -0.80
H: -1.52 1.50 -0.11
C: 0.37 -0.90 0.45
O: 1.13 -0.67 -0.74
H: 1.00 -1.39 1.19
H: 0.10 0.08 0.86
H: -0.55 -1.45 0.23
H: 0.87 0.20 -1.06

## Properties
**Gap between HOMO and LUMO**: 0.243 Ha
**Multiplicity**: 1
**HOMO**: -0.098 Eh
**Lowest unoccupied orbital energy**: 3.95 eV
**Net charge**: -1

Löwdin population analysis, charges in e, atoms 1 to 4: number 1, S, carries -0.3731; number 2, H, carries -0.5223; number 3, C, carries -0.1784; number 4, O, carries -0.1596

A cluster of 2 separate species, CH5OS in total in a non-equilibrium geometry, computed with the ωB97M-V functional and the def2-TZVPD basis.

Atoms and positions in Å:
C: -1.05 0.70 0.41
S: -0.63 -0.95 0.88
H: -1.83 1.08 1.06
H: -0.22 1.42 0.42
H: -1.43 0.65 -0.62
H: 1.11 -1.22 -0.35
H: 2.08 -0.37 -0.97
O: 1.97 -1.31 -0.83

## Properties
**Gap between HOMO and LUMO (spin up / spin down)**: 0.390 / 0.260 Ha
**Multiplicity**: 2
**HOMO (spin up / spin down)**: -0.362 / -0.348 Eh
**Expectation value of S²**: 0.753
**Lowest unoccupied orbital energy (spin up / spin down)**: 0.76 / -2.41 eV

Löwdin population analysis, charges in e, atoms 1 to 4: number 1, C, carries -0.5390; number 2, S, carries 0.6833; number 3, H, carries 0.0113; number 4, H, carries 0.0367

The molecule CH5PS2 in a non-equilibrium geometry, computed with the ωB97M-V functional and the def2-TZVPD basis.

Atoms and positions in Å:
C: 0.64 0.99 0.32
P: 0.17 -0.40 -1.07
S: 1.08 -1.93 0.10
S: -1.88 -0.71 -0.76
H: 0.48 0.34 1.18
H: 0.09 1.92 0.15
H: 1.76 1.25 0.22
H: -0.08 -2.06 0.75
H: -2.25 0.60 -0.89

## Properties
**Gap between HOMO and LUMO**: 0.337 Ha
**Multiplicity**: 1
**HOMO**: -0.314 Eh
**Lowest unoccupied orbital energy**: 0.62 eV

Löwdin population analysis, charges in e, atoms 1 to 4: number 1, C, carries -0.3723; number 2, P, carries 0.1659; number 3, S, carries 0.3047; number 4, S, carries 0.2801

A cluster of 2 separate species, CH5S3 in total in a non-equilibrium geometry, computed with the ωB97M-V functional and the def2-TZVPD basis.

Atoms and positions in Å:
S: 2.67 0.81 0.49
H: 1.52 1.47 0.42
C: -1.61 1.30 -0.93
S: -1.56 -0.54 -0.82
S: -0.35 -1.13 0.81
H: -1.12 1.46 -1.94
H: -2.64 1.58 -1.01
H: -1.25 1.99 -0.12
H: 0.92 -0.46 0.63

## Properties
**Gap between HOMO and LUMO**: 0.237 Ha
**Multiplicity**: 1
**HOMO**: -0.117 Eh
**Lowest unoccupied orbital energy**: 3.26 eV
**Net charge**: -1

Löwdin population analysis, charges in e, atoms 1 to 4: number 1, S, carries -0.1728; number 2, H, carries -0.4602; number 3, C, carries -0.4978; number 4, S, carries 0.2627

A structure of composition CH6Cl2N3P2 in a non-equilibrium geometry, computed with the ωB97M-V functional and the def2-TZVPD basis.

Atoms and positions in Å:
C: 0.35 0.70 -0.78
N: 1.35 1.05 -1.50
N: 0.38 0.59 0.58
N: -1.03 0.52 -1.07
P: 1.73 0.63 1.72
P: -1.35 -0.16 0.66
Cl: 0.74 1.16 3.31
Cl: -2.39 1.28 1.52
H: 2.12 1.65 -1.08
H: 1.00 1.25 -2.43
H: -1.85 -4.25 -0.45
H: -1.27 0.13 -1.99
H: 1.74 -0.90 1.98
H: -1.53 -3.63 -0.48

## Properties
**Gap between HOMO and LUMO**: 0.348 Ha
**Multiplicity**: 1
**HOMO**: -0.501 Eh
**Lowest unoccupied orbital energy**: -4.16 eV
**Net charge**: +1

Löwdin population analysis, charges in e, atoms 1 to 4: number 1, C, carries -0.5866; number 2, N, carries 0.2140; number 3, N, carries -0.5206; number 4, N, carries -0.0856

A structure of composition CH6ClIN2OP in a non-equilibrium geometry, computed with the ωB97M-V functional and the def2-TZVPD basis.

Atoms and positions in Å:
C: -1.38 0.59 0.62
N: 0.85 0.33 -1.47
N: 0.47 -1.61 0.26
O: 0.99 0.85 1.16
P: 0.26 -0.04 0.01
Cl: -1.41 2.32 0.10
I: -2.90 -0.53 -0.38
H: -1.42 0.45 2.00
H: 0.56 -0.26 -2.20
H: 0.97 1.27 -1.79
H: 1.08 -2.10 -0.45
H: -0.03 -2.23 0.91
H: 1.97 0.96 1.24

## Properties
**Gap between HOMO and LUMO**: 0.366 Ha
**Multiplicity**: 1
**HOMO**: -0.502 Eh
**Lowest unoccupied orbital energy**: -3.72 eV
**Net charge**: +1

Löwdin population analysis, charges in e, atoms 1 to 4: number 1, C, carries -1.2900; number 2, N, carries 0.0063; number 3, N, carries -0.0447; number 4, O, carries -0.2095

The molecule CH6ClNOP4 in a non-equilibrium geometry, computed with the ωB97M-V functional and the def2-TZVPD basis.

Atoms and positions in Å:
C: 0.71 2.04 -1.45
N: 0.94 1.26 -0.45
O: 2.32 0.04 1.37
P: -3.05 -1.15 -0.30
P: 2.42 0.65 0.09
P: -1.45 -0.03 -1.29
P: -0.46 0.79 0.55
Cl: -1.42 2.48 0.52
H: 1.58 2.29 -2.08
H: -4.01 -0.75 -1.26
H: -3.43 -0.22 0.56
H: 2.55 -0.43 -0.90
H: 3.25 1.64 -0.07
H: -0.31 -1.08 -1.14

## Properties
**Gap between HOMO and LUMO**: 0.308 Ha
**Multiplicity**: 1
**HOMO**: -0.312 Eh
**Lowest unoccupied orbital energy**: -0.12 eV

Löwdin population analysis, charges in e, atoms 1 to 4: number 1, C, carries -0.1563; number 2, N, carries -0.6893; number 3, O, carries -0.4124; number 4, P, carries 0.4170

The ion CH6IN4 with charge +1 in a non-equilibrium geometry, computed with the ωB97M-V functional and the def2-TZVPD basis.

Atoms and positions in Å:
C: 0.13 0.97 0.30
N: -0.49 0.07 -0.58
N: -1.19 -0.90 -0.15
N: -1.67 -1.80 -0.97
N: 1.62 1.04 0.17
I: -0.17 0.19 2.79
H: -0.35 1.85 0.33
H: -1.41 -1.87 -1.94
H: -2.03 -2.67 -0.63
H: 1.93 0.05 -0.05
H: 1.84 1.26 1.10
H: 1.79 1.82 -0.38

## Properties
**Gap between HOMO and LUMO**: 0.295 Ha
**Multiplicity**: 1
**HOMO**: -0.486 Eh
**Lowest unoccupied orbital energy**: -5.19 eV
**Net charge**: +1

Löwdin population analysis, charges in e, atoms 1 to 4: number 1, C, carries -0.4015; number 2, N, carries -0.0292; number 3, N, carries -0.0591; number 4, N, carries 0.1161

The ion CH6IN4 with charge +1 in a non-equilibrium geometry, computed with the ωB97M-V functional and the def2-TZVPD basis.

Atoms and positions in Å:
C: 0.10 -0.51 0.01
N: -1.13 -0.26 -0.12
N: 0.55 -1.78 -0.10
N: 1.01 0.55 0.29
N: -1.51 1.09 -0.21
I: 2.97 0.28 -0.23
H: 0.10 -2.70 -0.20
H: 1.52 -2.02 0.10
H: 1.24 0.87 1.32
H: -2.52 1.09 -0.57
H: -1.00 1.83 -0.98
H: -1.32 1.56 0.69

## Properties
**Gap between HOMO and LUMO**: 0.334 Ha
**Multiplicity**: 1
**HOMO**: -0.490 Eh
**Lowest unoccupied orbital energy**: -4.25 eV
**Net charge**: +1

Löwdin population analysis, charges in e, atoms 1 to 4: number 1, C, carries -0.5876; number 2, N, carries 0.0253; number 3, N, carries 0.1386; number 4, N, carries -0.4660